1.
Molecular formula: C22H36Br2O16
Method: DFT, ωB97M-V/def2-TZVPD

Calculated values
HOMO-LUMO gap   7.68 eV
Energy relative to the best compared isomer or geometry (same formula, charge and spin)   622.6 kcal/mol
LUMO   -0.5 eV
HOMO energy   -8.2 eV

Geometry (Å):
Br  -19.227610  15.221250  17.354580
C  -19.652000  13.943620  18.878270
C  -21.018610  14.538630  19.356680
Br  -21.535430  13.568040  21.034440
H  -18.901640  14.080770  19.656880
H  -19.687540  12.909850  18.534500
H  -21.813110  14.165480  18.710430
H  -21.167730  15.614670  19.446080
C  -19.571680  12.044690  14.123470
C  -19.662500  12.454350  15.570230
C  -19.359350  11.435980  16.675010
O  -18.544110  12.072310  17.653290
C  -18.092220  13.240730  17.034860
O  -17.096440  13.900140  17.362440
O  -18.760510  13.481870  15.890910
H  -19.647180  12.947360  13.517180
H  -20.297350  11.305510  13.784190
H  -18.611440  11.554840  13.961940
H  -20.690290  12.800800  15.678530
H  -18.724300  10.665070  16.238520
H  -20.319250  11.133460  17.093540
C  -16.729000  20.031420  16.352370
C  -16.006140  19.044540  17.285630
C  -16.114270  17.559480  17.006830
O  -15.003690  17.256690  16.194390
C  -14.073710  18.275290  16.300830
O  -12.954150  18.250470  15.853980
O  -14.658880  19.210450  16.985440
H  -17.802370  19.979230  16.534740
H  -16.641970  19.605960  15.352610
H  -16.459990  21.086590  16.303920
H  -16.068470  19.325630  18.336910
H  -17.033220  17.454860  16.430040
H  -16.151470  16.977750  17.927860
C  -19.401760  17.337960  17.770110
C  -20.014900  18.709770  18.193340
C  -21.435720  18.496100  18.711200
O  -21.482390  19.291830  19.885580
C  -20.236680  19.620040  20.170190
O  -20.002460  20.215530  21.189190
O  -19.345740  19.236650  19.287010
H  -19.723890  16.507960  18.398960
H  -18.312050  17.362060  17.776380
H  -19.664730  17.208640  16.720240
H  -20.058230  19.547940  17.497860
H  -21.596920  17.427420  18.852770
H  -22.194830  18.672270  17.949090
C  -13.770260  14.801040  15.383240
C  -13.841690  14.882170  16.883710
C  -15.212760  15.006540  17.509130
O  -15.083400  14.158160  18.669130
C  -14.015940  13.341650  18.417300
O  -13.659640  12.517340  19.279140
O  -13.492190  13.548090  17.262490
H  -12.715740  14.766480  15.109580
H  -14.033310  15.769250  14.957260
H  -14.285940  13.949270  14.939780
H  -13.033210  15.531490  17.219640
H  -16.062140  14.774140  16.866760
H  -15.483560  15.937790  18.006670
C  -18.234030  15.418550  20.532700
C  -16.827450  15.710140  20.893840
C  -15.808620  15.327060  19.876220
O  -15.249400  16.555640  19.423460
C  -15.954890  17.581230  19.931430
O  -15.771760  18.718040  19.477060
O  -16.802190  17.191610  20.798290
H  -18.736660  15.852080  19.668110
H  -18.711380  15.662480  21.481770
H  -18.529020  14.392080  20.314910
H  -16.389990  15.317610  21.811810
H  -16.293080  14.880090  19.008110
H  -15.183720  14.562320  20.337500
O  -17.215800  16.197480  17.715290
H  -18.149860  16.400530  17.765640
H  -17.167760  15.252020  17.856800

Forces on atoms 1 to 3 (eV/Å):
Br -8.10 -10.07 -1.50
C -3.72 0.59 -0.92
C -0.16 -2.06 -0.15

2.
Molecular formula: C22H36BrFeN7OS
Method: DFT, ωB97M-V/def2-TZVPD

Calculated values
HOMO-LUMO gap (alpha / beta)   4.75 / 6.41 eV
Spin multiplicity   2
Energy relative to the best compared isomer or geometry (same formula, charge and spin)   34.4 kcal/mol
Charge   +3
LUMO (alpha / beta)   -11.9 / -10.2 eV
HOMO energy (alpha / beta)   -16.6 / -16.6 eV

Geometry (Å):
Fe  1.878734  0.135509  0.277565
N  2.321773  -2.020137  -0.418008
C  3.604989  -2.533241  0.111624
C  3.804551  -1.999025  1.505089
N  3.830467  -0.533117  1.483124
C  3.545081  0.021821  2.812226
C  3.364843  1.511653  2.739909
N  2.234336  1.818498  1.824843
C  5.075036  -0.002992  0.900346
C  4.826730  1.125885  -0.076571
N  3.684081  0.796295  -0.949454
H  1.578975  -2.627193  -0.082603
H  2.316893  -2.101076  -1.432453
H  4.404549  -2.217181  -0.557090
H  3.624326  -3.623420  0.143189
H  4.727555  -2.409969  1.927161
H  2.978952  -2.320270  2.143884
H  4.341939  -0.216720  3.525627
H  2.625499  -0.437710  3.174775
H  4.260197  1.994198  2.359045
H  3.203170  1.902541  3.745325
H  2.349055  2.761568  1.461357
H  1.370704  1.833301  2.361055
H  5.590488  -0.806345  0.376000
H  5.750260  0.346571  1.685543
H  5.741528  1.280266  -0.652737
H  4.601553  2.065766  0.419839
H  3.946334  0.057007  -1.597362
H  3.451588  1.611446  -1.513515
Br  -1.825171  -3.981279  4.193738
C  -1.073039  -2.652965  3.124097
C  -0.512571  -1.511542  3.685751
C  0.099058  -0.598358  2.853436
N  0.196675  -0.757534  1.524323
C  -0.416128  -1.828273  0.988855
C  -1.054325  -2.791283  1.737038
H  -0.539284  -1.341313  4.752949
H  0.530461  0.298916  3.274919
H  -0.387236  -1.913543  -0.091680
H  -1.520570  -3.644988  1.265423
C  -3.551621  -1.462731  -3.377930
C  -2.578396  -0.562337  -4.137565
C  -1.371373  -0.159146  -3.302687
N  -1.813852  0.701237  -2.188095
C  -1.046908  1.309689  -1.329927
S  0.699743  1.185016  -1.468060
N  -1.524735  2.061248  -0.324583
C  -2.805925  1.932832  0.384358
O  -2.716063  1.853790  1.575208
C  -4.037424  1.918889  -0.409973
C  -4.135570  2.584812  -1.638623
C  -5.342184  2.606867  -2.314205
C  -6.458025  1.978476  -1.770287
C  -6.366247  1.328672  -0.544235
C  -5.169951  1.320869  0.148767
H  -4.414422  -1.685524  -4.002201
H  -3.922770  -1.001540  -2.457478
H  -3.079944  -2.411831  -3.117497
H  -3.088339  0.339069  -4.487395
H  -2.216026  -1.089012  -5.019771
H  -0.645508  0.383246  -3.907418
H  -0.878273  -1.043787  -2.891735
H  -2.819662  0.851846  -2.119178
H  -0.814969  2.421687  0.297509
H  -3.290038  3.138414  -2.033524
H  -5.416581  3.118568  -3.264153
H  -7.398237  1.994634  -2.304789
H  -7.231302  0.831658  -0.127416
H  -5.097456  0.862648  1.126323

Forces on atoms 1 to 3 (eV/Å):
Fe 2.09 -0.19 0.30
N -0.51 0.98 0.08
C 0.20 -0.03 0.09

3.
Molecular formula: C22H36Cl9N5O9
Method: DFT, ωB97M-V/def2-TZVPD

Calculated values
HOMO-LUMO gap   10.61 eV
Structure (SMILES)   COC(=O)OC.COC(=O)OC.COC(=O)OC.ClC(Cl)Cl.ClC(Cl)Cl.ClC(Cl)Cl.CC#N.CC#N.CC#N.CC#N.CC#N
Energy relative to the best compared isomer or geometry (same formula, charge and spin)   0.0 kcal/mol
LUMO   0.1 eV
HOMO energy   -10.5 eV

Geometry (Å):
C  -2.307078  -0.013150  1.369900
O  -2.400336  -1.075341  2.339646
C  -1.529582  -2.031899  2.365834
O  -0.601537  -2.215346  1.646885
O  -1.825612  -2.797776  3.382849
C  -1.197794  -4.045763  3.402614
H  -1.875425  -0.303076  0.416343
H  -1.774187  0.842427  1.778389
H  -3.351894  0.247385  1.209694
H  -0.107387  -3.939010  3.387895
H  -1.507653  -4.653735  2.550229
H  -1.411965  -4.609286  4.307705
C  -2.460996  -3.699889  -0.772065
O  -2.984705  -3.736436  0.540616
C  -4.202290  -4.242980  0.685373
O  -4.848044  -4.771602  -0.150799
O  -4.540833  -4.115733  1.949646
C  -5.879769  -4.469408  2.260672
H  -2.784612  -2.801411  -1.294701
H  -2.838941  -4.521896  -1.387072
H  -1.386064  -3.830848  -0.785012
H  -6.069783  -5.521242  2.047423
H  -6.566955  -3.874997  1.658320
H  -6.026900  -4.269624  3.314003
C  0.852685  -1.045148  -1.260804
O  0.266115  -0.172724  -2.216979
C  0.228953  1.131216  -2.052343
O  -0.198869  1.858480  -2.887593
O  0.629020  1.491868  -0.847088
C  0.795304  2.893502  -0.641403
H  1.944679  -1.026501  -1.324655
H  0.583861  -2.061528  -1.514270
H  0.587423  -0.815495  -0.233098
H  1.784598  3.132255  -0.273321
H  0.042602  3.280388  0.048890
H  0.545641  3.445847  -1.551268
Cl  1.847365  4.598665  -5.791094
C  2.159225  3.236704  -4.700485
Cl  3.833547  3.227058  -4.156692
Cl  1.691347  1.690918  -5.332630
H  1.552538  3.428505  -3.827572
Cl  3.114248  -6.053159  -0.776788
C  1.553526  -5.254821  -0.624033
Cl  0.855168  -4.855105  -2.172626
Cl  1.685334  -3.822446  0.399737
H  0.886679  -5.932226  -0.116284
Cl  3.829623  -2.017351  -1.104891
C  4.929359  -0.755883  -1.614583
Cl  4.314998  0.118992  -3.022750
Cl  6.513539  -1.439760  -2.018163
H  5.091526  -0.038101  -0.826827
C  2.148807  -0.229536  1.623123
C  1.094014  0.257513  2.501162
N  0.304632  0.717036  3.217485
H  3.062626  0.017745  2.166128
H  2.156049  0.207892  0.632988
H  2.055222  -1.309828  1.563263
C  3.899609  5.918218  -0.080685
C  3.689155  4.719793  0.718584
N  3.570875  3.772871  1.319520
H  4.948196  6.197547  -0.042601
H  3.216314  6.686851  0.276016
H  3.652620  5.728617  -1.126212
C  -2.622022  4.533617  1.360979
C  -3.172513  3.559176  0.409579
N  -3.600941  2.831997  -0.355534
H  -2.923541  5.552297  1.137076
H  -1.550930  4.470882  1.161032
H  -2.891437  4.280126  2.378613
C  2.382846  4.420130  3.933264
C  1.323472  4.799548  3.021615
N  0.492850  5.137613  2.310877
H  2.609779  3.372603  3.801268
H  1.997438  4.525815  4.951440
H  3.228377  5.088174  3.831512
C  -1.902731  -1.031603  -4.487429
C  -1.425519  -2.392921  -4.229188
N  -1.053924  -3.453874  -4.025315
H  -1.100792  -0.351769  -4.222077
H  -2.861114  -0.892630  -3.988127
H  -2.167113  -0.927396  -5.543121

Forces on atoms 1 to 3 (eV/Å):
C -0.69 -0.02 0.10
O -0.78 1.47 -0.37
C -0.08 0.03 0.45

Q: What is the energy relative to the best compared isomer or geometry (same formula, charge and spin) in the first record?
A: 622.6 kcal/mol

Q: Among the records above, which one has the highest energy relative to the best compared isomer or geometry (same formula, charge and spin)?
A: C22H36Br2O16